Entry 1:
{
  "formula": "C6H15NOS",
  "method": "the ωB97M-V functional and the def2-TZVPD basis",
  "max_force_ev_per_a": 3.46,
  "relative_energy_kcal_mol": 65.6,
  "elements": ["C", "C", "C", "C", "C", "C", "N", "O", "S", "H", "H", "H", "H", "H", "H", "H", "H", "H", "H", "H", "H", "H", "H", "H"],
  "coordinates": [[1.501, 1.622, 1.648], [-1.948, 1.249, -0.954], [-2.792, -1.078, -1.834], [2.395, -1.583, 1.278], [1.355, 0.836, 0.357], [-1.952, -0.238, -0.840], [-1.352, -0.815, 0.094], [2.783, -0.708, -1.349], [2.922, -0.231, 0.029], [0.809, 2.444, 1.744], [1.142, 1.051, 2.500], [2.596, 1.866, 1.708], [-1.141, 1.520, -1.512], [-2.886, 1.640, -1.385], [-1.915, 1.670, 0.027], [-3.501, -1.668, -1.257], [-2.102, -1.695, -2.379], [-3.345, -0.434, -2.484], [3.252, -2.264, 1.387], [2.291, -1.399, 2.380], [1.452, -2.028, 1.094], [1.402, 1.727, -0.422], [0.318, 0.370, 0.265], [-1.281, -1.852, -0.095]],
  "forces_ev_per_a": [[0.79, -1.09, 0.54], [-3.15, -0.73, 1.23], [0.72, 1.05, 0.91], [1.62, 0.34, 1.32], [-0.39, 2.20, -1.60], [-1.81, -0.83, -1.01], [1.41, -1.55, 0.49], [0.08, -0.75, -0.43], [-2.65, 0.70, 2.11], [0.27, 0.83, -0.67], [0.68, -0.57, 0.34], [-1.19, 0.37, 0.62], [2.26, 1.06, -1.63], [0.46, -0.27, -0.18], [0.47, 0.35, 0.70], [0.08, -0.19, -0.03], [0.06, -0.49, -0.45], [-0.29, 0.22, -0.64], [-0.43, -0.30, -0.97], [0.15, 1.39, -0.89], [-0.69, -0.67, -1.10], [0.18, -2.20, 0.78], [1.92, -0.09, 0.02], [-0.56, 1.23, 0.55]],
  "nbo_charge": [-0.64, -0.68, -0.69, -0.85, -0.62, 0.35, -0.66, -0.96, 1.24, 0.22, 0.20, 0.21, 0.24, 0.22, 0.23, 0.23, 0.23, 0.21, 0.23, 0.24, 0.23, 0.21, 0.27, 0.34]
}


Entry 2:
{
  "formula": "CHFNO5P",
  "method": "the ωB97M-V functional and the def2-TZVPD basis",
  "max_force_ev_per_a": 5.57,
  "total_charge": -2,
  "relative_energy_kcal_mol": 64.1,
  "elements": ["C", "N", "O", "O", "O", "O", "O", "F", "P", "H"],
  "coordinates": [[0.694, -0.785, -0.490], [0.334, -1.877, 0.268], [-0.180, -1.733, 1.405], [3.284, -0.801, -0.111], [2.090, 0.491, 1.632], [0.602, -3.043, -0.191], [2.136, 1.541, -0.768], [0.767, -1.037, -1.779], [2.309, 0.315, 0.163], [-0.665, 0.203, -0.065]],
  "forces_ev_per_a": [[-2.38, 4.82, 1.46], [-1.03, -3.84, 1.76], [0.87, -0.21, -1.68], [0.51, 0.28, -1.01], [-0.52, 0.71, 0.34], [-0.40, 2.05, 0.68], [0.47, -1.72, 1.00], [-0.27, -0.41, -0.79], [-0.30, 0.51, -0.43], [3.04, -2.19, -1.33]],
  "nbo_charge": [0.14, 0.39, -0.44, -1.21, -1.21, -0.49, -1.21, -0.35, 2.37, 0.02]
}


Entry 3:
{
  "formula": "C6H13N3",
  "method": "the ωB97M-V functional and the def2-TZVPD basis",
  "max_force_ev_per_a": 1.53,
  "relative_energy_kcal_mol": 18.9,
  "smiles": "[H]/N=C(C)\\N=C(\\C)[C@@H](C)N",
  "elements": ["C", "C", "C", "C", "C", "C", "N", "N", "N", "H", "H", "H", "H", "H", "H", "H", "H", "H", "H", "H", "H", "H"],
  "coordinates": [[0.157, 0.012, 1.111], [-0.864, 2.129, -0.164], [-0.151, 0.820, 2.366], [1.654, -1.135, -2.015], [-0.318, 0.739, -0.240], [0.190, -1.056, -1.687], [-0.357, -1.324, 1.261], [-0.293, 0.189, -1.374], [-0.509, -2.120, -1.737], [1.248, -0.073, 1.008], [-0.224, -1.904, 0.398], [-1.358, -1.303, 1.433], [-1.506, -1.968, -1.605], [-1.743, 2.153, 0.477], [-0.122, 2.808, 0.250], [-1.148, 2.467, -1.158], [0.212, 0.269, 3.231], [-1.224, 0.965, 2.483], [0.334, 1.792, 2.345], [2.222, -0.415, -1.455], [1.786, -0.900, -3.092], [2.014, -2.144, -1.838]],
  "forces_ev_per_a": [[0.06, 0.84, -1.21], [-0.02, 0.02, -0.05], [0.14, -0.13, -0.23], [-0.20, -0.01, -0.88], [0.06, -0.45, 1.26], [0.08, -0.90, 0.48], [-0.22, -1.22, -0.89], [-0.08, 0.54, -0.52], [0.09, -0.31, -0.68], [-0.07, 0.06, 0.03], [-0.10, 0.77, 1.27], [0.04, 0.02, 0.03], [0.05, 0.29, 0.25], [-0.04, 0.08, 0.15], [0.00, 0.10, 0.09], [0.04, -0.01, -0.02], [0.02, -0.03, 0.04], [-0.10, 0.03, 0.03], [-0.01, 0.12, 0.03], [0.32, 0.31, 0.29], [-0.04, -0.12, 0.56], [-0.02, -0.01, -0.02]],
  "nbo_charge": [-0.11, -0.67, -0.61, -0.67, 0.36, 0.45, -0.84, -0.48, -0.71, 0.20, 0.39, 0.35, 0.34, 0.22, 0.22, 0.24, 0.23, 0.20, 0.21, 0.21, 0.24, 0.24]
}


Entry 4:
{
  "formula": "C2H8N2O2",
  "method": "the ωB97M-V functional and the def2-TZVPD basis",
  "max_force_ev_per_a": 1.49,
  "relative_energy_kcal_mol": 13.5,
  "smiles": "CNC(N)=O.O",
  "elements": ["C", "N", "C", "N", "O", "H", "H", "H", "H", "H", "H", "H", "H", "O"],
  "coordinates": [[-1.077, 1.906, 1.266], [-0.603, 1.167, 0.098], [0.458, 0.298, 0.234], [1.040, -0.072, -0.960], [0.831, -0.135, 1.303], [-2.126, 1.637, 1.451], [-0.586, 1.677, 2.203], [-1.100, 2.961, 1.004], [-1.353, 0.884, -0.511], [1.757, -0.751, -0.768], [1.226, 0.606, -1.664], [1.190, -3.329, -0.913], [-0.152, -3.065, -1.360], [0.494, -3.784, -1.383]],
  "forces_ev_per_a": [[-1.43, -0.20, -0.40], [0.06, 0.42, 0.47], [-0.42, 0.07, 0.13], [-0.17, -1.00, 0.58], [0.33, -0.03, 0.11], [0.09, 0.01, -0.02], [0.61, 0.04, -0.23], [0.33, 0.17, 0.41], [0.33, -0.01, -0.39], [0.31, 0.15, -0.36], [-0.05, 0.37, -0.30], [0.79, -0.27, 0.29], [-0.39, -0.34, -0.31], [-0.40, 0.62, 0.03]],
  "nbo_charge": [-0.42, -0.67, 0.77, -0.85, -0.63, 0.19, 0.24, 0.19, 0.40, 0.39, 0.40, 0.46, 0.46, -0.92]
}


Entry 5:
{
  "formula": "C48H49BCl3F3I2N2O16P",
  "method": "the ωB97M-V functional and the def2-TZVPD basis",
  "max_force_ev_per_a": 1.93,
  "total_charge": 1,
  "elements": ["C", "C", "O", "B", "O", "N", "C", "F", "F", "F", "C", "O", "C", "Cl", "C", "I", "C", "C", "O", "C", "C", "Cl", "C", "C", "Cl", "P", "C", "O", "C", "I", "C", "C", "O", "N", "C", "C", "H", "H", "H", "H", "H", "H", "H", "H", "H", "H", "H", "H", "H", "H", "H", "H", "H", "H", "H", "H", "H", "H", "H", "H", "H", "H", "H", "H", "H", "C", "C", "C", "O", "C", "C", "C", "O", "H", "H", "H", "H", "C", "C", "C", "O", "C", "C", "C", "O", "H", "H", "H", "H", "C", "C", "C", "O", "C", "C", "C", "O", "H", "H", "H", "H", "C", "C", "C", "O", "C", "C", "C", "O", "H", "H", "H", "H", "C", "C", "C", "O", "C", "C", "C", "O", "H", "H", "H", "H"],
  "coordinates": [[-0.576, -3.212, 3.430], [0.329, -2.775, 2.297], [-0.450, -2.357, 1.110], [0.236, -1.448, 0.417], [1.538, -1.634, 0.029], [-0.448, -0.161, -0.288], [-0.593, -0.716, -1.681], [-1.589, -0.172, -2.353], [-0.857, -2.034, -1.500], [0.530, -0.628, -2.386], [0.639, 0.878, -0.112], [1.057, 0.744, 1.209], [0.231, 2.287, -0.541], [0.212, 2.223, -2.380], [1.334, 3.361, -0.299], [0.394, 5.330, -0.402], [2.247, 3.285, 0.918], [1.708, 3.573, 2.309], [-0.972, 2.663, 0.024], [-2.126, 1.814, 0.047], [-3.151, 2.418, 0.992], [-4.802, 1.946, 0.750], [-2.939, 3.336, 1.957], [-1.624, 3.884, 2.404], [-4.246, 3.989, 2.864], [-2.850, 2.256, -1.773], [-4.236, 1.208, -2.311], [-3.614, 3.666, -1.442], [-1.800, 0.285, 0.326], [-1.587, 0.239, 2.574], [-2.930, -0.715, 0.034], [-3.531, -1.620, 1.127], [-3.112, -2.739, 1.335], [-4.732, -1.119, 1.721], [-5.810, -1.531, 0.801], [-4.924, -1.721, 3.038], [-0.731, -4.285, 3.430], [-1.503, -2.659, 3.427], [-0.070, -2.972, 4.362], [0.861, -1.902, 2.663], [1.049, -3.548, 2.059], [1.640, -2.483, -0.410], [1.495, 0.625, -0.726], [2.001, 0.557, 1.237], [1.978, 3.438, -1.160], [3.061, 3.985, 0.739], [2.744, 2.324, 0.943], [2.555, 3.703, 2.974], [1.175, 2.714, 2.703], [1.112, 4.474, 2.383], [-1.710, 4.147, 3.455], [-1.364, 4.794, 1.879], [-0.859, 3.130, 2.343], [-4.997, 0.898, -1.606], [-3.858, 0.318, -2.806], [-4.742, 1.781, -3.085], [-2.989, 4.359, -1.671], [-3.792, -0.151, -0.302], [-2.725, -1.420, -0.764], [-6.057, -2.584, 0.939], [-5.503, -1.430, -0.237], [-6.706, -0.945, 0.975], [-5.352, -2.721, 2.995], [-5.595, -1.095, 3.619], [-3.988, -1.797, 3.580], [-1.353, -6.044, 0.553], [-2.417, -6.451, -0.130], [-2.851, -7.872, -0.103], [-3.817, -8.242, -0.731], [-2.053, -8.814, 0.723], [-0.989, -8.402, 1.408], [-0.557, -6.983, 1.374], [0.409, -6.598, 1.997], [-1.024, -5.011, 0.545], [-3.014, -5.777, -0.733], [-2.386, -9.844, 0.731], [-0.393, -9.071, 2.015], [-1.718, 2.847, -8.250], [-2.179, 3.959, -7.681], [-1.827, 4.311, -6.283], [-2.248, 5.318, -5.757], [-0.939, 3.378, -5.545], [-0.479, 2.267, -6.113], [-0.832, 1.913, -7.511], [-0.412, 0.899, -8.023], [-1.963, 2.570, -9.267], [-2.826, 4.653, -8.202], [-0.695, 3.656, -4.528], [0.169, 1.572, -5.592], [4.082, 0.913, 4.906], [4.742, 0.802, 6.055], [6.106, 1.376, 6.218], [6.704, 1.272, 7.262], [6.697, 2.078, 5.050], [6.032, 2.185, 3.904], [4.679, 1.613, 3.746], [4.075, 1.721, 2.692], [3.089, 0.505, 4.764], [4.328, 0.296, 6.917], [7.687, 2.495, 5.185], [6.445, 2.696, 3.049], [7.226, 4.820, -0.521], [7.208, 4.451, 0.756], [7.909, 5.245, 1.799], [7.904, 4.924, 2.970], [8.626, 6.467, 1.355], [8.643, 6.837, 0.077], [7.943, 6.044, -0.963], [7.952, 6.375, -2.126], [6.724, 4.255, -1.296], [6.687, 3.563, 1.086], [9.129, 7.032, 2.129], [9.161, 7.724, -0.264], [-3.617, -6.191, -2.749], [-2.861, -7.138, -3.299], [-1.473, -6.856, -3.750], [-0.783, -7.714, -4.247], [-0.959, -5.472, -3.561], [-1.719, -4.530, -3.013], [-3.102, -4.814, -2.565], [-3.776, -3.941, -2.053], [-4.629, -6.376, -2.412], [-3.214, -8.151, -3.442], [0.055, -5.287, -3.894], [-1.391, -3.514, -2.846]],
  "forces_ev_per_a": [[0.27, -0.17, -0.04], [-0.34, 0.16, 0.79], [0.48, 0.72, 0.36], [0.41, -1.31, 0.33], [-0.32, 0.86, -0.40], [-0.18, -0.25, -0.11], [0.09, -0.11, -0.81], [0.51, -0.34, 0.23], [0.24, 0.62, -0.34], [-0.64, -0.16, 0.53], [1.60, 0.51, -0.30], [-0.79, -0.13, 0.17], [-0.18, 0.29, 0.03], [0.08, -0.07, -0.03], [-0.42, 0.69, 0.78], [0.23, -0.19, -0.22], [-0.01, 0.40, 0.29], [0.32, -0.38, 0.22], [0.21, -0.15, 0.45], [-1.03, -0.52, -1.52], [-0.06, 0.48, 0.85], [0.11, -0.15, -0.05], [0.43, -0.19, -0.51], [-0.33, -0.20, 0.61], [-0.22, 0.00, -0.08], [0.33, 0.17, -0.82], [-0.39, -0.34, 0.13], [-0.07, -0.33, 0.24], [-0.28, 0.45, 1.85], [0.09, -0.01, -0.13], [-0.85, -0.23, -0.27], [0.01, -0.95, 0.19], [-0.07, 0.94, 0.01], [0.90, -0.81, -0.23], [-0.22, 0.26, 0.02], [-0.37, 0.09, 0.34], [-0.34, -0.11, -0.14], [-0.28, -0.11, -0.12], [0.11, -0.02, 0.13], [0.23, 0.17, -0.24], [0.00, -0.14, -0.42], [0.34, -0.36, 0.24], [-0.32, -0.37, -0.50], [0.25, 0.01, 0.06], [-0.06, -0.42, -0.28], [0.00, 0.19, -0.25], [0.16, -0.12, -0.16], [0.15, 0.10, 0.05], [-0.33, 0.03, 0.03], [-0.20, 0.10, -0.18], [-0.05, 0.03, 0.14], [0.13, 0.02, -0.25], [0.26, 0.08, -0.28], [-0.08, 0.10, 0.19], [0.18, -0.07, -0.02], [0.06, 0.27, -0.07], [-0.02, 0.40, -0.01], [0.12, 0.34, -0.13], [0.22, 0.12, -0.05], [0.05, -0.16, 0.07], [-0.03, 0.23, -0.13], [-0.08, 0.17, 0.01], [0.01, -0.17, -0.11], [-0.14, 0.12, 0.01], [0.20, 0.13, -0.03], [-0.08, 0.13, -0.14], [0.02, 0.07, 0.24], [0.10, -0.03, 0.17], [-0.15, -0.19, 0.13], [0.03, 0.01, 0.00], [-0.02, -0.03, -0.02], [0.02, -0.08, 0.02], [0.08, 0.09, 0.05], [-0.05, 0.02, 0.06], [0.13, -0.22, 0.79], [-0.03, 0.00, -0.02], [0.02, 0.02, 0.01], [-0.02, 0.04, 0.01], [0.01, -0.03, -0.03], [0.00, -0.02, -0.05], [-0.04, 0.04, 0.06], [0.02, -0.03, 0.03], [-0.01, 0.02, 0.06], [-0.01, 0.02, -0.02], [0.01, -0.07, 0.00], [0.02, -0.03, 0.00], [0.00, 0.02, 0.02], [-0.03, 0.06, 0.00], [0.02, -0.02, -0.04], [-0.03, -0.02, -0.02], [-0.04, -0.01, -0.02], [0.00, 0.03, -0.06], [0.03, -0.02, 0.08], [0.01, 0.00, 0.01], [-0.04, -0.04, 0.07], [0.06, -0.01, 0.02], [0.02, -0.26, -0.01], [-0.01, 0.02, -0.01], [0.03, 0.01, 0.02], [-0.01, 0.01, 0.02], [0.05, 0.08, -0.02], [-0.03, -0.04, 0.03], [0.02, 0.03, 0.06], [0.11, 0.17, 0.04], [-0.14, -0.21, -0.14], [0.00, 0.02, -0.05], [0.01, 0.01, 0.05], [0.02, 0.02, 0.02], [-0.02, 0.01, -0.07], [0.02, 0.02, -0.03], [-0.02, -0.04, 0.02], [-0.01, -0.03, 0.03], [-0.01, 0.00, -0.03], [-0.14, 0.04, -0.62], [0.01, 0.17, -0.22], [-0.20, 0.01, 0.05], [0.11, -0.07, -0.02], [0.01, 0.08, 0.02], [-0.03, -0.01, 0.01], [-0.06, 0.13, -0.49], [0.00, 0.12, 0.04], [0.05, 0.00, 0.01], [0.02, 0.00, 0.03], [0.00, -0.04, -0.03], [0.02, -0.20, -0.23]],
  "mulliken_charge": [-0.89, -0.36, -0.01, 1.21, -0.67, 1.77, 0.21, -0.08, 0.12, -0.26, -2.72, -0.82, 1.60, 0.00, -1.28, 0.09, -0.66, -1.07, -0.21, 0.01, 0.24, -0.08, 0.13, -0.17, -0.19, 0.60, -1.14, -0.60, -1.84, 0.20, 1.87, -1.21, -0.51, 0.54, -1.08, -0.88, 0.18, -0.06, 0.42, 0.31, 0.46, 0.37, 0.84, 0.47, 0.94, 0.58, 0.50, 0.46, 0.04, 0.37, 0.57, 0.19, -0.63, 0.35, 0.33, 0.47, 0.36, -0.58, 0.13, 0.41, 0.37, 0.35, 0.29, 0.37, 0.29, 0.08, -0.22, 0.14, -0.55, -0.61, -0.53, 0.04, -0.56, 0.49, 0.73, 0.44, 0.44, -0.39, -0.40, 0.22, -0.55, -0.19, -0.15, 0.24, -0.54, 0.42, 0.43, 0.46, 0.48, -0.28, -0.48, 0.17, -0.52, -0.37, -0.14, 0.43, -0.38, 0.47, 0.43, 0.48, 0.15, -0.55, -0.12, 0.69, -0.52, -0.46, -0.42, 0.32, -0.53, 0.43, 0.35, 0.42, 0.41, -0.14, -0.25, 0.18, -0.54, -0.50, -0.34, 0.51, -0.54, 0.30, 0.43, 0.47, 0.48]
}


| no. | LUMO (eV) | highest occupied orbital energy (eV) |
| --- | --- | --- |
| 1 | 0.87 | -8.868 |
| 2 | 6.65 | -0.050 |
| 3 | 0.87 | -8.653 |
| 4 | 0.63 | -9.770 |
| 5 | -3.58 | -10.800 |